Below is the molecule C4H5NO, with properties calculated with wB97M-V/def2-TZVPD.

Structure (XYZ):
```
11
Properties=species:S:1:pos:R:3:forces:R:3:nbo_charge:R:1
O 2.203 -0.990 -0.054 -0.13 0.09 0.26 -0.574
C 1.137 -0.425 0.043 0.23 -0.47 0.05 0.646
N -0.067 -1.156 -0.042 0.26 0.14 0.29 -0.623
C -1.289 -0.581 -0.274 0.29 0.58 0.32 -0.069
C -0.322 1.454 -0.049 0.34 -0.43 -0.52 -0.199
C 0.886 1.007 0.256 -0.22 -0.18 -0.29 -0.433
H 0.089 -2.113 -0.330 -0.09 0.21 -0.25 0.415
H -1.841 0.008 0.401 -0.30 -0.37 1.50 0.198
H -1.963 -1.296 -0.793 0.47 1.17 -0.81 0.201
H -0.567 2.499 0.225 -0.55 -0.68 -0.48 0.198
H 1.735 1.592 0.617 -0.30 -0.07 -0.07 0.242
```
Positions in Å, forces in eV/Å.

## Properties
**Spin multiplicity**: 1
**LUMO energy (alpha / beta)**: -0.3 / -0.3 eV
**HOMO (alpha / beta)**: -8.56 / -8.57 eV
**Kohn-Sham gap (alpha / beta)**: 8.29 / 8.29 eV


Below is a cluster of 2 separate species, C4H5NO in total, with properties calculated with wB97M-V/def2-TZVPD.

Structure (XYZ):
```
11
Properties=species:S:1:pos:R:3:forces:R:3:nbo_charge:R:1
C 2.048 0.181 -0.117 -1.13 1.40 -0.09 0.713
C 3.230 -0.301 -0.127 4.19 -1.80 0.86 -0.811
C -2.402 -0.419 0.492 -3.35 -0.77 -2.62 -0.320
C -2.339 0.761 -0.369 0.53 1.10 -0.65 0.040
N -1.605 -0.180 -0.753 -0.47 0.81 -0.99 -0.308
O 1.046 0.748 -0.001 -0.30 -0.30 -0.07 -0.452
H 3.996 -0.571 -0.900 -1.70 0.48 0.35 0.279
H 3.701 -0.466 0.885 -0.95 0.27 -0.97 0.271
H -1.753 -0.488 1.282 0.71 -0.41 2.43 0.188
H -3.345 -1.098 0.303 2.13 1.07 1.08 0.180
H -2.578 1.833 -0.694 0.35 -1.85 0.67 0.219
```
Positions in Å, forces in eV/Å.

## Properties
**Spin multiplicity**: 1
**LUMO energy**: 0.9 eV
**HOMO**: -9.27 eV
**Kohn-Sham gap**: 10.18 eV